{"formula": "C27H37AsCuNO2S", "method": "ωB97M-V/def2-TZVPD", "elements": ["H", "C", "C", "C", "H", "C", "H", "C", "C", "H", "C", "H", "S", "C", "C", "H", "H", "H", "C", "H", "C", "H", "C", "H", "As", "O", "H", "H", "O", "H", "C", "C", "H", "H", "H", "H", "C", "C", "H", "H", "Cu", "H", "C", "H", "C", "H", "H", "H", "H", "C", "H", "C", "H", "H", "N", "C", "H", "H", "C", "H", "C", "H", "C", "C", "H", "H", "C", "H", "H", "C"], "coordinates": [[-3.1251, 4.3505, -0.1227], [3.1164, -3.5226, -3.9436], [-1.8992, -3.7439, 0.9765], [-6.4576, -1.5247, -0.8466], [-6.6516, -1.5768, -1.9191], [-0.1470, 2.0217, -0.8594], [0.6992, -2.2763, -3.9583], [1.1194, -1.4681, -0.6927], [-1.1596, 1.5597, -0.0022], [3.9978, 3.8519, 4.3796], [-0.2038, 3.2836, -1.4362], [2.9614, 4.9644, 3.4946], [-4.7201, -1.2567, -0.5845], [-0.8635, -1.0132, -2.2926], [3.1123, 1.0586, -0.4978], [-6.9938, -0.6958, -0.3812], [4.0646, 2.9607, 0.9532], [-1.2758, -2.3904, 2.2261], [-4.6085, 0.2992, -1.4421], [-0.9135, 0.7570, 3.1437], [3.2551, 2.4789, 1.4957], [3.2468, -1.2244, 1.2735], [0.0433, 0.6640, 3.6565], [2.3576, -2.6971, 1.6121], [0.3301, -0.6879, 0.9494], [-4.6425, -0.9727, 0.9231], [3.9343, -2.7829, 0.8223], [-1.3237, -1.6424, -3.0577], [-2.1416, -2.6917, 1.9123], [-0.0319, 1.1858, 4.6093], [-2.2866, 3.6988, -0.3451], [1.5324, 0.7828, 1.5455], [3.2458, 1.9696, -1.0861], [-6.7192, -2.4678, -0.3691], [-1.2407, -3.4149, 0.1689], [-0.8037, 0.0028, -2.6890], [1.8652, 2.3103, 3.4041], [1.1786, -2.2239, -2.9843], [-3.0121, 2.1209, 0.9189], [4.4825, 4.4258, 2.7804], [-2.7573, -0.6023, 0.9930], [3.3542, -4.5582, -3.6909], [-2.2297, 2.4419, 0.2395], [-2.8613, -4.0268, 0.5540], [3.6314, 4.1090, 3.3833], [-1.5159, -0.9776, -1.4272], [2.5066, -3.5257, -4.8474], [2.4764, 0.3873, -1.0570], [4.0578, -3.0209, -4.1763], [0.5069, -1.5607, -1.9513], [3.9074, -3.3075, -1.3517], [-1.2716, 4.1384, -1.1890], [0.2047, -0.3928, 3.8660], [1.5707, 2.6557, 4.3912], [-1.1657, 0.2991, 0.5903], [3.0067, -2.2121, 0.8790], [0.6025, 3.6012, -2.0878], [0.6901, 1.3710, -1.0818], [1.1745, 1.2519, 2.8361], [-3.5943, 0.6853, -1.3187], [2.5861, 1.4172, 0.8746], [-4.8175, 0.1120, -2.4990], [2.9629, -2.8009, -1.5323], [2.3419, -2.1495, -0.4794], [4.0922, 0.5820, -0.4121], [-5.3337, 0.9906, -1.0077], [2.9151, 2.9445, 2.7482], [-1.3094, 5.1238, -1.6352], [-1.4606, -4.6177, 1.4617], [2.4071, -2.8307, -2.8076]], "forces_ev_per_a": [[0.0235, -0.0334, -0.0054], [-0.0305, 0.0191, 0.0466], [-0.0769, 0.1205, 0.0140], [-0.2338, -0.0412, 0.0184], [-0.0232, -0.0088, 0.0810], [-0.0072, -0.0234, -0.0458], [0.0209, 0.0089, 0.0287], [0.0345, -0.0315, -0.0625], [0.0439, -0.2034, 0.0510], [-0.0142, -0.0087, -0.0302], [-0.0364, -0.0482, 0.0902], [0.0022, -0.0221, -0.0097], [-0.0218, -0.2682, 0.2155], [0.1516, -0.0006, -0.0414], [0.0131, 0.0706, 0.0827], [-0.0456, -0.0850, -0.0537], [-0.0270, -0.0198, 0.0197], [0.0522, 0.0769, -0.0400], [0.0280, 0.2166, -0.0095], [-0.0229, -0.0060, -0.0616], [0.0038, -0.0162, -0.0909], [-0.0139, 0.0497, -0.0042], [0.1090, 0.0697, -0.0957], [-0.0257, 0.0098, 0.0120], [0.0737, 0.1852, 0.1367], [-0.3667, -0.1298, -0.6017], [-0.0487, 0.0093, -0.0200], [0.0307, 0.0284, 0.0108], [0.0580, -0.2355, 0.0369], [0.0195, 0.0095, 0.0120], [0.0539, -0.0538, 0.0114], [-0.0555, 0.0407, 0.0951], [0.0112, -0.0229, 0.0321], [-0.0275, 0.0559, -0.0225], [0.0400, 0.0149, -0.0350], [0.0318, 0.0323, 0.0246], [0.0322, 0.0407, 0.0069], [-0.0850, -0.0193, 0.0019], [-0.0275, -0.0053, 0.0245], [-0.0163, -0.0130, 0.0042], [0.4162, 0.2674, 0.3622], [-0.0143, 0.0332, 0.0068], [0.0099, 0.0715, -0.0584], [-0.0213, 0.0097, 0.0012], [-0.0230, -0.0552, -0.0200], [-0.0473, -0.0082, 0.1092], [0.0055, 0.0034, 0.0304], [-0.0565, -0.0553, -0.0248], [-0.0031, -0.0008, 0.0021], [0.0178, -0.0251, 0.0156], [-0.0359, 0.0249, -0.0093], [0.0001, -0.0978, 0.0359], [0.0125, -0.0915, -0.0065], [0.0138, -0.0086, -0.0403], [0.1481, 0.1626, -0.2367], [-0.0542, 0.0345, -0.1119], [-0.0101, -0.0130, -0.0025], [-0.1159, 0.0597, -0.0200], [-0.0159, -0.0452, 0.0002], [-0.0684, -0.0073, -0.0216], [0.0444, -0.0266, 0.0576], [0.0199, 0.0447, 0.1043], [0.0428, -0.0214, -0.0182], [-0.0306, -0.0033, 0.0414], [0.0049, -0.0206, -0.0060], [0.0823, 0.0017, -0.0686], [-0.0010, 0.0450, 0.0613], [0.0018, -0.0223, 0.0024], [0.0046, 0.0072, 0.0347], [0.0458, -0.0260, -0.0479]], "homo_lumo_gap_ev": 6.968, "e_above_lowest_kcal_mol": 0.00, "mol_weight_g_mol": 578.133}

=====

{"formula": "C3H5N4", "method": "ωB97M-V/def2-TZVPD", "elements": ["N", "C", "C", "N", "H", "N", "H", "H", "H", "N", "H", "C"], "coordinates": [[2.5917, 1.9712, -1.9597], [-1.6601, 0.4530, 0.1014], [0.3121, 0.8983, 0.9203], [2.7725, 3.0524, -1.8041], [1.1118, 0.2449, -0.9712], [-0.9333, 1.2872, 0.9633], [1.1246, 1.3331, 1.4764], [-0.9721, -1.0450, -1.0974], [1.0046, -1.0405, 0.2121], [-0.8136, -0.3609, -0.4407], [-2.7061, 0.5979, -0.0499], [0.4582, -0.1677, -0.1346]], "forces_ev_per_a": [[0.3843, 2.6209, 0.4283], [2.6453, 1.3704, 1.3735], [-1.0083, -0.0844, -1.2122], [-0.3896, -2.5984, -0.4195], [-0.8314, -0.3035, 0.6171], [-0.0320, -0.1076, 0.4986], [-0.0345, 0.2272, 0.2051], [-1.3850, -1.8227, -1.8763], [-0.0545, -0.3622, 0.1174], [-4.1203, -0.6093, -1.5983], [-0.5229, -0.4351, -0.2558], [5.3489, 2.1048, 2.1221]], "total_charge": 1, "homo_lumo_gap_ev": 10.327, "e_above_lowest_kcal_mol": 0.00, "mol_weight_g_mol": 97.101}

=====

{"formula": "C6H7N", "method": "ωB97M-V/def2-TZVPD", "elements": ["C", "H", "C", "C", "C", "H", "C", "H", "N", "H", "H", "C", "H", "H"], "coordinates": [[0.0728, 0.8948, 1.6625], [1.1194, 1.7634, -0.0684], [-0.4791, 0.3033, 0.3782], [0.3450, -2.0292, -2.4700], [0.1714, 1.6469, 0.3585], [-1.6211, 0.1382, 0.1588], [0.6187, -1.6570, -1.2463], [-0.5311, 2.5109, 0.1901], [1.4541, -1.5092, -0.1294], [-0.5773, 1.0661, 2.5320], [0.8323, -2.8800, -2.8322], [0.1446, -0.7105, -0.2761], [-0.3480, -1.5154, -3.0380], [0.9294, 0.3278, 1.8264]], "forces_ev_per_a": [[-1.0323, -0.0901, -0.8490], [1.1616, -0.0509, -0.6237], [-4.5200, 0.5486, 0.4010], [0.9839, -1.2343, 0.4858], [-2.3813, 1.8640, 1.2771], [1.9653, 1.2510, 0.7155], [-1.0240, 2.3381, 1.2884], [0.8804, -1.0524, 0.2186], [-5.5298, 2.8300, -0.3140], [0.2441, 0.3250, -0.8250], [0.8202, -0.9055, -0.9914], [8.4011, -5.9399, -0.9186], [-1.5439, 0.6447, -0.8469], [1.5748, -0.5285, 0.9823]], "homo_lumo_gap_ev": 8.046, "e_above_lowest_kcal_mol": 132.04, "smiles": "C=C1N=C1C1CC1", "mol_weight_g_mol": 93.129}

=====

{"formula": "C9H13NOS", "method": "ωB97M-V/def2-TZVPD", "elements": ["N", "S", "H", "H", "C", "C", "H", "C", "H", "C", "H", "H", "H", "H", "H", "H", "H", "C", "C", "C", "H", "C", "H", "O", "C"], "coordinates": [[1.5275, -0.2450, -0.7045], [-0.2179, -2.3602, -0.7981], [-0.6414, 1.6937, 1.3214], [1.7679, 1.2526, -2.3076], [-0.3171, 0.8610, -1.5584], [1.0935, 0.4042, -1.9305], [-1.2569, 0.0332, 1.7818], [-1.6867, -1.2071, -0.7357], [2.9950, -0.0887, 2.2003], [0.4834, -0.8456, 0.0182], [0.9713, -0.3103, -2.6371], [0.7542, -0.5389, 2.3706], [1.1036, -2.1989, 1.6366], [-2.1534, -0.8935, -1.5916], [-0.4264, 1.9354, -1.4099], [-2.2667, 1.2700, 0.6761], [-1.1136, 0.7700, -2.4137], [1.1309, -1.1027, 1.4900], [-0.7782, 0.0210, -0.3187], [2.7281, -0.0106, -0.0464], [-2.4492, -1.3938, 0.0938], [-1.2904, 0.7768, 0.9349], [3.2466, -1.5022, 1.3424], [3.5383, 0.7722, -0.4550], [2.6214, -0.6109, 1.3106]], "forces_ev_per_a": [[1.9548, 0.2323, -0.1025], [-1.1950, 0.6365, 0.1287], [-0.8355, -1.9456, -1.1422], [-0.7813, -1.4564, 0.9180], [-2.6757, 0.4664, -0.9068], [0.3563, 2.7759, 1.6379], [-0.8690, 0.9385, -0.7928], [0.9707, 0.7129, 3.5813], [-0.1859, 0.7129, -0.7745], [0.4855, 0.0567, 1.1572], [0.1162, -2.1770, -2.5106], [-0.5168, -0.5457, -0.9073], [-0.1594, 0.7490, 0.3052], [-1.2965, -0.2457, -2.4233], [0.5410, 0.0598, 0.6670], [0.5284, -0.8645, 0.7177], [1.6271, -0.4256, 1.2173], [0.6307, 0.3735, -1.2098], [0.3725, -0.5173, 0.9367], [-2.1011, 1.5227, 0.1064], [1.0686, -0.2505, -1.1894], [0.8166, 1.4916, 0.1881], [0.2122, -0.2037, -0.2944], [1.3597, 0.0861, -0.4441], [-0.4242, -2.1826, 1.1362]], "homo_lumo_gap_ev": 9.623, "e_above_lowest_kcal_mol": 16.95, "smiles": "C[C@@]12CCN3C(=O)CC[C@]31SC2", "mol_weight_g_mol": 183.276}